No. 1
This record from the OMol25 dataset describes a cluster of 8 separate species, C28H34F7NO26S in total. The level of theory is ωB97M-V with the def2-TZVPD basis set.

As for the spin multiplicity: 1. As for the net charge: 0. For the highest occupied orbital energy, the calculation gives -10.25 eV. The SMILES is N[C@H]1C[C@H](CCOC=O)CS(=O)(=O)O1.O=C1OC[C@@H](F)O1.O=C1OC[C@@H](F)O1.O=C1OC[C@@H](F)O1.O=C1OC[C@@H](F)O1.O=C1OC[C@@H](F)O1.O=C1OC[C@@H](F)O1.O=C1OC[C@@H](F)O1. The calculation puts the LUMO energy at 0.00 eV. The value obtained for the gap between HOMO and LUMO is 0.37674 Ha.

Geometry (Å):
N1 0.87 -6.10 4.11
C1 -0.37 -5.40 4.37
C2 -0.24 -4.12 5.20
C3 0.07 -2.92 4.30
C4 0.73 -1.78 5.07
C5 2.19 -2.10 5.35
O1 3.01 -1.69 4.23
C6 3.35 -2.64 3.34
O2 3.65 -3.76 3.63
C7 -1.25 -2.53 3.63
S1 -1.94 -3.97 2.81
O3 -1.91 -3.76 1.39
O4 -3.17 -4.32 3.46
O5 -0.86 -5.11 3.05
H1 1.39 -6.23 4.97
H2 1.47 -5.54 3.50
H3 -1.03 -6.11 4.87
H4 0.54 -4.28 5.95
H5 -1.18 -3.91 5.73
H6 0.75 -3.26 3.50
H7 0.73 -0.88 4.46
H8 0.20 -1.58 6.00
H9 2.55 -1.57 6.24
H10 2.36 -3.17 5.54
H11 3.34 -2.25 2.32
H12 -1.97 -2.25 4.40
H13 -1.15 -1.76 2.86
O6 -1.52 0.39 4.18
C8 -0.97 1.24 3.55
O7 0.37 1.26 3.35
C9 0.67 2.29 2.41
C10 -0.53 3.20 2.55
F1 -0.88 3.78 1.39
O8 -1.56 2.29 2.94
H14 0.72 1.87 1.41
H15 1.63 2.75 2.66
H16 -0.44 3.97 3.32
O9 3.65 1.16 2.03
C11 4.40 1.05 2.95
O10 5.46 0.22 2.99
C12 6.20 0.48 4.19
C13 5.15 1.13 5.07
F2 5.67 2.08 5.88
O11 4.30 1.74 4.11
H17 7.00 1.18 3.98
H18 6.61 -0.45 4.59
H19 4.56 0.44 5.66
O12 0.61 3.77 -1.22
C14 -0.41 4.13 -1.72
O13 -1.63 3.66 -1.43
C15 -2.61 4.44 -2.14
C16 -1.79 5.01 -3.27
F3 -2.17 6.26 -3.63
O14 -0.49 5.08 -2.69
H20 -2.98 5.23 -1.48
H21 -3.43 3.82 -2.48
H22 -1.74 4.38 -4.16
O15 2.91 10.65 -2.90
C17 2.25 9.75 -3.30
O16 1.80 8.72 -2.55
C18 0.92 7.93 -3.35
C19 1.37 8.28 -4.75
F4 0.35 8.27 -5.65
O17 1.85 9.60 -4.60
H23 -0.11 8.24 -3.19
H24 1.02 6.88 -3.11
H25 2.17 7.66 -5.14
O18 -5.00 2.95 -3.70
C20 -4.47 1.96 -4.08
O19 -3.14 1.72 -3.96
C21 -2.89 0.36 -4.37
C22 -4.09 0.09 -5.26
F5 -4.50 -1.19 -5.20
O20 -5.09 0.93 -4.69
H26 -2.91 -0.28 -3.49
H27 -1.95 0.28 -4.89
H28 -3.94 0.36 -6.31
O21 -4.52 -6.13 -3.42
C23 -4.04 -6.36 -2.36
O22 -3.46 -5.45 -1.55
C24 -3.13 -6.08 -0.31
C25 -3.06 -7.54 -0.71
F6 -3.47 -8.38 0.27
O23 -3.98 -7.60 -1.79
H29 -3.93 -5.91 0.41
H30 -2.20 -5.68 0.08
H31 -2.08 -7.87 -1.06
O24 -1.41 -0.40 -6.92
C26 -0.28 -0.72 -6.73
O25 0.27 -1.89 -7.09
C27 1.67 -1.84 -6.83
C28 1.75 -0.75 -5.77
F7 2.88 -0.02 -5.86
O26 0.63 0.06 -6.10
H32 2.20 -1.52 -7.74
H33 2.03 -2.81 -6.50
H34 1.64 -1.10 -4.75



No. 2
This record from the OMol25 dataset describes a cluster of 3 separate species, C33H69N5O8P in total. The level of theory is ωB97M-V with the def2-TZVPD basis set.

As for the spin multiplicity: 1. As for the net charge: +1. For the highest occupied orbital energy, the calculation gives -11.82 eV. The calculation puts the LUMO energy at -2.15 eV. The value obtained for the gap between HOMO and LUMO is 0.35523 Ha.

Geometry (Å):
C1 -0.12 -4.03 -2.55
C2 -1.36 -3.52 -1.80
C3 -1.81 -2.11 -2.23
C4 -2.20 -1.17 -1.07
C5 -3.68 -0.72 -1.04
C6 -4.37 -0.94 0.32
C7 -4.34 0.35 1.14
C8 -2.92 0.94 1.28
C9 -2.72 1.78 2.53
C10 -1.31 2.31 2.79
C11 -0.74 3.07 1.57
C12 -0.79 4.59 1.79
C13 0.29 5.17 2.67
N1 0.13 5.74 3.78
C14 0.65 2.59 1.13
N2 0.78 1.12 1.23
C15 0.21 0.51 2.31
N3 0.30 -0.79 2.37
C16 -0.31 -1.60 3.44
C17 -1.63 -2.26 3.02
N4 -2.74 -1.76 3.81
C18 1.02 -1.51 1.27
O1 0.89 -2.87 1.41
C19 2.01 -3.54 1.98
N5 -0.41 1.25 3.32
C20 0.65 1.87 4.19
C21 1.64 0.87 4.81
P1 3.36 1.31 4.49
O2 3.76 2.61 5.04
O3 4.24 0.05 4.91
C22 4.23 -0.43 6.27
C23 3.32 -1.65 6.43
O4 3.43 1.17 2.89
C24 4.52 1.87 2.21
C25 4.40 1.65 0.72
H1 -0.39 -4.47 -3.51
H2 0.59 -3.23 -2.73
H3 0.39 -4.81 -1.98
H4 -2.17 -4.23 -1.96
H5 -1.16 -3.54 -0.73
H6 -2.66 -2.20 -2.92
H7 -1.01 -1.65 -2.81
H8 -1.56 -0.29 -1.12
H9 -1.97 -1.68 -0.12
H10 -4.22 -1.24 -1.83
H11 -3.73 0.35 -1.29
H12 -3.86 -1.75 0.84
H13 -5.41 -1.26 0.20
H14 -4.93 1.09 0.59
H15 -4.84 0.24 2.11
H16 -2.16 0.15 1.20
H17 -2.77 1.58 0.41
H18 -3.36 2.67 2.46
H19 -3.06 1.24 3.42
H20 -1.38 3.02 3.61
H21 -1.39 2.87 0.71
H22 -1.75 4.82 2.26
H23 -0.79 5.11 0.82
H24 1.32 5.09 2.30
H25 -0.85 5.78 4.04
H26 1.46 3.06 1.68
H27 0.78 2.84 0.08
H28 1.75 0.84 1.14
H29 0.41 -2.36 3.73
H30 -0.46 -0.96 4.30
H31 -1.53 -3.34 3.16
H32 -1.77 -2.11 1.94
H33 -3.62 -1.78 3.30
H34 -2.58 -0.81 4.13
H35 2.07 -1.20 1.28
H36 0.56 -1.18 0.34
H37 2.84 -3.56 1.27
H38 2.35 -3.07 2.91
H39 1.69 -4.56 2.19
H40 0.11 2.38 4.99
H41 1.18 2.66 3.65
H42 1.52 0.86 5.90
H43 1.50 -0.14 4.46
H44 3.95 0.38 6.94
H45 5.26 -0.68 6.49
H46 2.72 -1.79 5.53
H47 3.90 -2.56 6.57
H48 2.65 -1.54 7.28
H49 4.46 2.92 2.49
H50 5.46 1.48 2.59
H51 4.01 0.65 0.51
H52 5.38 1.72 0.25
H53 3.74 2.38 0.25
O5 -1.13 1.72 -2.23
C26 -1.62 1.80 -3.33
O6 -1.40 0.80 -4.19
C27 -2.03 0.73 -5.49
C28 -1.28 1.53 -6.53
C29 -2.43 3.00 -3.76
H54 -3.08 1.02 -5.41
H55 -2.00 -0.33 -5.73
H56 -1.27 2.60 -6.30
H57 -1.74 1.39 -7.50
H58 -0.25 1.18 -6.59
H59 -1.73 3.76 -4.11
H60 -2.95 3.39 -2.89
H61 -3.14 2.80 -4.55
O7 0.59 -0.13 -8.76
C30 0.94 -1.15 -8.24
O8 0.57 -1.35 -6.95
C31 0.77 -2.59 -6.27
C32 2.16 -2.71 -5.68
C33 1.80 -2.17 -8.94
H62 0.53 -3.43 -6.93
H63 0.03 -2.58 -5.47
H64 2.93 -2.71 -6.45
H65 2.25 -3.64 -5.12
H66 2.35 -1.88 -5.01
H67 2.84 -1.86 -8.83
H68 1.54 -2.15 -9.99
H69 1.70 -3.18 -8.56



No. 3
This record from the OMol25 dataset describes a cluster of 8 separate species, C20H58ClN4O11 in total. The level of theory is ωB97M-V with the def2-TZVPD basis set.

As for the spin multiplicity: 1. As for the net charge: -1. For the highest occupied orbital energy, the calculation gives -6.09 eV. The calculation puts the LUMO energy at 2.59 eV. The value obtained for the gap between HOMO and LUMO is 0.31915 Ha.

Geometry (Å):
Cl1 12.40 17.18 -4.31
O1 13.06 15.88 -4.39
O2 12.36 17.81 -5.60
O3 11.05 16.92 -3.86
O4 13.14 18.01 -3.37
O5 10.26 15.49 -6.57
H1 10.99 15.51 -5.93
H2 10.42 14.69 -7.09
C1 10.09 22.66 -6.93
C2 10.60 21.55 -6.02
C3 9.42 20.95 -5.28
O6 9.72 19.85 -4.46
C4 10.12 20.13 -3.15
N1 11.27 20.52 -6.83
H3 10.91 23.30 -7.26
H4 9.40 23.27 -6.34
H5 9.63 22.25 -7.83
H6 11.33 21.98 -5.32
H7 8.70 20.57 -6.01
H8 8.89 21.75 -4.74
H9 10.63 19.27 -2.72
H10 9.34 20.54 -2.49
H11 10.91 20.90 -3.10
H12 11.64 19.78 -6.24
H13 12.09 20.93 -7.27
C5 14.19 18.58 -9.78
C6 12.81 17.97 -9.93
C7 12.64 17.32 -11.29
O7 12.65 18.31 -12.29
C8 12.86 17.76 -13.56
N2 12.50 17.00 -8.89
H14 14.35 19.38 -10.51
H15 15.06 17.92 -9.78
H16 14.19 19.16 -8.84
H17 12.09 18.79 -9.82
H18 11.68 16.79 -11.32
H19 13.41 16.55 -11.38
H20 11.93 17.30 -13.94
H21 13.62 16.98 -13.60
H22 13.15 18.53 -14.28
H23 12.82 17.27 -7.97
H24 12.95 16.10 -9.01
C9 13.46 19.72 -0.57
C10 14.28 20.39 0.52
C11 14.09 19.71 1.87
O8 12.73 19.57 2.23
C12 12.07 20.79 2.50
N3 15.70 20.35 0.08
H25 12.42 19.54 -0.28
H26 13.76 18.67 -0.63
H27 13.60 20.20 -1.53
H28 14.03 21.46 0.54
H29 14.61 20.23 2.69
H30 14.53 18.71 1.92
H31 12.79 21.52 2.88
H32 11.24 20.63 3.18
H33 11.67 21.19 1.56
H34 15.84 19.41 -0.28
H35 16.32 20.45 0.88
C13 7.48 17.19 -3.11
C14 7.01 17.30 -4.55
C15 5.92 18.33 -4.80
O9 4.84 18.17 -3.86
C16 3.76 17.45 -4.40
N4 8.11 17.55 -5.51
H36 6.62 16.92 -2.47
H37 7.94 18.12 -2.80
H38 8.09 16.30 -2.94
H39 6.61 16.35 -4.92
H40 5.55 18.25 -5.82
H41 6.31 19.34 -4.61
H42 3.94 16.36 -4.36
H43 3.46 17.77 -5.40
H44 2.91 17.56 -3.72
H45 8.42 18.52 -5.42
H46 8.93 17.11 -5.09
C17 16.55 16.26 -5.52
C18 15.78 17.30 -6.31
O10 15.63 18.48 -5.46
H47 17.39 16.66 -4.95
H48 16.99 15.57 -6.25
H49 15.95 15.71 -4.80
H50 14.78 16.98 -6.59
H51 16.38 17.77 -7.08
H52 14.89 18.46 -4.84
C19 11.98 16.17 -0.52
C20 12.54 14.85 -1.03
O11 11.56 14.12 -1.76
H53 12.77 16.79 -0.07
H54 11.22 16.03 0.26
H55 11.54 16.80 -1.29
H56 12.90 14.24 -0.21
H57 13.35 15.14 -1.71
H58 11.40 14.64 -2.56



No. 4
This record from the OMol25 dataset describes a cluster of 2 separate species, C2H3IO in total. The level of theory is ωB97M-V with the def2-TZVPD basis set.

As for the spin multiplicity: 1. As for the net charge: 0. For the highest occupied orbital energy (spin up / spin down), the calculation gives -8.20 / -9.75 eV. The calculation puts the LUMO energy (spin up / spin down) at -0.04 / -0.76 eV. The value obtained for the gap between HOMO and LUMO (spin up / spin down) is 0.29993 / 0.33043 Ha.

Geometry (Å):
C1 0.27 0.86 0.68
C2 1.27 0.32 -0.22
O1 0.96 1.55 -0.34
I1 3.40 -0.19 -0.06
H1 -0.69 0.56 0.38
H2 0.64 1.03 1.62
H3 -0.07 -1.40 -2.38